1.
The following is a DFT calculation (the ωB97M-V functional and the def2-TZVPD basis) of a structure of composition C6H14NO.

Structure (XYZ):
```
22
Properties=species:S:1:pos:R:3:forces:R:3
C -2.42503 0.02648 0.11988 0.99 0.95 -0.50
O -2.65491 0.13792 1.41872 -0.34 -0.89 0.20
C -1.09807 -0.73475 -0.38303 3.42 3.85 4.30
C 0.16835 0.12497 0.05850 -0.54 -1.16 -0.54
C 0.22443 0.28993 1.56930 -0.82 0.23 0.43
C 1.50602 -0.31174 -0.55770 1.32 0.25 0.65
C 2.56881 0.70831 -0.03266 -0.15 -0.35 -0.95
N -0.93434 -0.84745 -1.85229 -2.63 -2.33 1.35
H -3.23190 -0.43439 -0.50665 -0.27 -0.03 -0.08
H -2.22527 1.07232 -0.29421 -0.29 -0.39 -0.62
H -1.02768 -1.65048 0.23462 -0.08 -0.38 -0.70
H -0.01189 1.03115 -0.53434 -0.26 0.58 0.73
H 0.64843 -0.55235 2.13021 0.60 0.02 -0.46
H 0.65269 1.23760 1.90066 0.26 -0.14 0.04
H -0.81798 0.25869 1.91266 -0.05 0.42 -0.05
H 1.52156 -0.29303 -1.64465 -0.40 -0.08 -0.02
H 1.85547 -1.30193 -0.23524 -0.39 -0.12 -0.07
H 2.98743 0.34199 0.90108 -0.29 0.58 0.40
H 2.03629 1.65894 -0.00986 0.30 0.21 0.75
H 3.43266 0.90489 -0.67797 -0.10 -0.45 -0.30
H -1.57044 -0.10025 -2.14775 -0.09 -0.17 -0.32
H -1.60464 -1.56684 -1.36927 -0.19 -0.60 -4.24
```
Positions in Å, forces in eV/Å.

Results
gap between HOMO and LUMO: 0.2457 Eh
net charge: -1
HOMO level: -2.8 eV

2.
The following is a DFT calculation (the ωB97M-V functional and the def2-TZVPD basis) of the molecule C18H21NO5.

Structure (XYZ):
```
45
Properties=species:S:1:pos:R:3:forces:R:3
C -0.91589 -0.94824 -4.66401 -0.01 -0.18 -0.09
H -0.34321 -1.68297 -4.08806 -0.03 0.01 -0.01
O -0.85690 0.32923 -4.08002 -0.01 0.27 0.16
C -1.35517 0.49102 -2.82046 0.02 0.11 0.09
C -1.26275 1.77440 -2.28590 0.02 -0.28 -0.21
C -1.72202 2.05642 -1.01453 -0.11 0.07 0.18
C -2.29320 1.04754 -0.24694 -0.06 -0.31 -0.14
C -2.39352 -0.23435 -0.78090 -0.05 0.35 0.28
C -1.92951 -0.51619 -2.05174 0.13 -0.02 -0.28
H -2.02229 -1.52316 -2.42544 0.01 -0.09 -0.07
H -2.83829 -1.01152 -0.17889 -0.06 -0.09 0.07
O -2.75694 1.18290 1.03947 0.11 -0.27 -0.16
C -2.86946 2.45887 1.63129 0.21 0.62 0.41
C -1.60338 2.96757 2.36749 -0.49 -0.46 0.03
O -0.66440 3.53565 1.49089 0.28 0.14 -0.17
H -0.00517 2.86444 1.26881 -0.05 -0.01 0.01
C -0.96522 1.86747 3.23410 -0.04 0.40 0.05
N -0.29770 0.88575 2.41448 -0.36 0.03 -0.15
C 1.03023 0.61713 2.52544 -0.03 -0.06 -0.06
O 1.74811 1.18105 3.32877 0.20 0.01 0.16
C 1.53181 -0.41325 1.57524 0.30 -0.15 -0.03
C 2.58823 -1.22265 1.97520 -0.24 0.23 0.01
C 3.10595 -2.19132 1.13653 0.15 -0.25 -0.17
C 2.57906 -2.35234 -0.14204 -0.17 0.18 0.02
C 1.53700 -1.51963 -0.55781 0.15 -0.22 -0.08
C 1.01836 -0.56524 0.28798 0.10 -0.06 0.12
H 0.23091 0.07762 -0.07572 -0.10 0.07 -0.04
H 1.15334 -1.63726 -1.55866 -0.05 -0.01 -0.14
O 3.00307 -3.26795 -1.05151 -0.24 0.23 -0.03
C 4.06770 -4.12172 -0.70463 0.18 -0.14 0.06
H 4.98030 -3.55768 -0.48838 -0.04 -0.02 0.01
H 3.81489 -4.75012 0.15525 0.02 0.04 -0.03
H 4.23348 -4.75391 -1.57545 0.03 0.02 0.09
H 3.91901 -2.80789 1.48544 0.07 -0.07 0.00
H 2.99976 -1.08288 2.96338 0.05 0.02 0.08
H -0.88219 0.31122 1.82805 0.15 -0.03 0.03
H -1.73615 1.39672 3.85172 0.07 0.03 0.02
H -0.19871 2.30645 3.87898 -0.18 -0.07 -0.04
H -1.93992 3.78335 3.02019 -0.02 -0.15 -0.01
H -3.17862 3.20953 0.89675 -0.02 -0.06 0.03
H -3.66609 2.34691 2.37319 0.05 0.07 -0.07
H -1.61168 3.05733 -0.62879 0.01 0.04 0.07
H -0.81435 2.54922 -2.88669 0.06 0.10 -0.08
H -1.94875 -1.29604 -4.77056 0.04 0.00 0.02
H -0.46975 -0.84147 -5.65152 -0.04 -0.07 0.06
```
Positions in Å, forces in eV/Å.

Results
gap between HOMO and LUMO: 0.3257 Eh
net charge: 0
HOMO level: -8.2 eV

3.
The following is a DFT calculation (the ωB97M-V functional and the def2-TZVPD basis) of a structure of composition C24H26CsIN3O4S2.

Structure (XYZ):
```
61
Properties=species:S:1:pos:R:3:forces:R:3
Cs -1.34022 -0.68539 -2.58149 -0.23 -0.55 -0.17
C -1.88654 1.19522 4.11836 0.01 -0.07 -0.03
C -1.43631 -0.09431 3.43649 -0.03 0.03 0.14
N -1.60988 -0.06237 1.99360 -0.19 0.00 -0.20
C -0.41129 0.18959 1.20808 0.22 0.01 0.06
C 0.15360 1.59997 1.33703 -0.06 -0.04 -0.01
C -2.82026 -0.28206 1.41074 0.26 -0.04 -0.08
S -4.13873 -0.80482 2.32819 -0.17 -0.02 0.12
N -2.88853 -0.16043 0.05259 -0.25 0.44 0.59
C -3.25175 0.96500 -0.55218 0.27 -0.27 -0.03
O -3.35558 1.02926 -1.79407 -0.35 0.32 -0.23
C -3.37782 2.28770 0.18116 0.00 0.03 0.00
C -2.68021 3.36454 -0.36985 -0.02 -0.03 0.03
C -2.70895 4.61153 0.23193 0.01 0.00 0.00
C -3.46462 4.81208 1.38129 -0.02 -0.01 0.02
C -4.19017 3.75754 1.91403 0.04 -0.01 -0.05
C -4.14456 2.49952 1.32145 -0.03 -0.02 0.04
H -1.67215 1.15034 5.18936 0.00 -0.01 -0.02
H -2.96187 1.30916 3.98440 0.01 0.04 0.00
H -1.38821 2.06918 3.69795 -0.01 -0.01 0.01
H -2.01758 -0.92344 3.83659 0.02 -0.07 -0.02
H -0.37777 -0.28594 3.63127 0.01 0.01 -0.01
H -0.64805 -0.03037 0.17511 0.01 0.04 -0.01
H 0.35517 -0.52872 1.52366 -0.05 -0.05 0.01
H -0.59447 2.34544 1.06742 -0.01 0.01 0.00
H 1.00983 1.70751 0.66847 0.00 0.01 0.01
H 0.49068 1.80223 2.35560 0.00 0.00 -0.01
H -2.11941 3.20334 -1.28197 0.00 0.01 0.01
H -2.14727 5.43139 -0.19949 0.00 0.00 0.00
H -3.49488 5.78816 1.85067 0.00 0.00 0.00
H -4.79701 3.90803 2.79875 0.00 0.00 0.00
H -4.70808 1.68072 1.74552 0.01 0.01 -0.01
I 0.41494 -3.66191 -0.58776 0.09 0.05 0.12
C -0.79696 -3.75254 1.13597 -0.05 0.02 -0.21
C -0.23454 -3.66166 2.39765 0.13 0.02 0.00
C -1.09872 -3.72696 3.48032 -0.01 -0.01 0.00
C -2.45757 -3.86100 3.25575 -0.06 -0.03 -0.03
C -2.90846 -3.92486 1.94425 0.17 0.03 0.07
N -2.08350 -3.88364 0.90002 -0.14 -0.04 -0.07
H 0.83304 -3.54532 2.52049 -0.02 0.00 0.02
H -0.70804 -3.65828 4.48794 -0.01 0.00 0.01
H -3.16466 -3.88791 4.07317 0.01 0.03 -0.01
H -3.96261 -3.99136 1.71227 -0.02 -0.01 0.03
C 7.66478 -0.72148 -3.69425 -0.06 -0.02 0.01
C 6.16621 -0.67037 -3.84971 0.03 0.02 0.01
C 5.43495 0.42451 -3.40187 -0.04 -0.04 -0.02
C 4.05264 0.46356 -3.53553 0.05 0.01 0.00
C 3.38540 -0.59847 -4.12311 -0.09 0.08 -0.08
C 4.10091 -1.69883 -4.57158 -0.06 -0.07 -0.04
C 5.47872 -1.73153 -4.43550 0.03 0.03 0.02
S 1.61039 -0.51619 -4.34982 0.50 0.08 0.10
O 1.38720 0.10089 -5.63869 0.03 0.01 -0.18
O 1.15943 0.32109 -3.23032 0.21 -0.01 -0.07
O 1.15825 -1.90280 -4.26305 -0.19 0.08 0.17
H 8.05477 0.23462 -3.34517 0.01 -0.01 0.00
H 8.15202 -0.96293 -4.64077 0.00 0.00 0.01
H 7.95510 -1.48752 -2.97115 0.02 0.01 -0.01
H 5.95035 1.25966 -2.94023 0.01 -0.01 0.00
H 3.48218 1.31232 -3.18185 0.00 -0.01 0.00
H 3.56384 -2.52554 -5.01990 0.02 0.01 0.02
H 6.03283 -2.59516 -4.78824 0.00 0.00 0.00
```
Positions in Å, forces in eV/Å.

Results
gap between HOMO and LUMO: 0.2639 Eh
net charge: -1
HOMO level: -5.0 eV

4.
The following is a DFT calculation (the ωB97M-V functional and the def2-TZVPD basis) of a cluster of 7 separate species, C20H29Cl8FO4 in total.

Structure (XYZ):
```
62
Properties=species:S:1:pos:R:3:forces:R:3
C -0.80186 -27.09643 14.49375 -0.21 0.05 0.93
Cl -0.58180 -28.02509 16.00650 0.34 -0.02 -0.55
Cl -2.18741 -26.02557 14.84432 0.63 0.03 -0.63
Cl 0.71150 -26.20047 14.11141 -0.91 -0.34 0.02
Cl -1.23606 -28.20905 13.17054 0.18 0.26 0.15
C 2.74873 -34.76752 12.81197 -0.92 0.02 -0.29
Cl 3.61710 -33.65419 11.67937 -0.51 -0.25 0.59
Cl 3.17089 -34.31562 14.51743 -0.34 -0.60 -1.39
Cl 0.92918 -34.71279 12.54905 1.22 0.69 0.42
Cl 3.14202 -36.41208 12.31253 0.56 0.17 0.66
C -0.27202 -33.67767 7.23554 0.56 -0.98 -1.54
C -0.23130 -32.94510 8.48190 0.94 0.16 1.56
O 0.58643 -33.28164 9.33508 -0.83 0.96 -0.31
C -1.19242 -31.78049 8.62890 1.57 -0.85 0.02
H 0.55992 -33.26240 6.66675 0.06 0.27 -0.35
H -1.15982 -33.58787 6.60957 -0.04 -0.13 0.28
H 0.07710 -34.69651 7.40338 -0.48 -0.13 -0.04
H -2.09558 -32.33415 8.88555 -0.51 0.84 0.07
H -1.21381 -31.25158 7.67606 -0.57 -0.01 0.10
H -0.76079 -31.14737 9.40411 -0.71 0.03 0.17
C 4.70301 -25.65695 12.36919 0.60 0.39 0.37
C 4.33430 -24.26823 11.82347 -3.33 0.34 -0.04
O 3.31808 -23.65911 12.21064 2.52 -1.48 -0.61
C 5.17437 -23.77228 10.67047 -0.06 -0.04 0.73
H 5.19573 -25.48790 13.32667 0.14 -0.01 0.13
H 5.42853 -26.17190 11.73947 0.03 0.12 -0.05
H 3.90387 -26.36036 12.60306 -0.47 0.47 -0.19
H 5.98065 -23.20953 11.14092 0.41 -0.07 -0.26
H 4.64284 -23.08279 10.01458 -0.12 -0.19 0.14
H 5.55328 -24.65644 10.15784 0.26 0.38 -0.25
C -2.44516 -23.73005 7.71615 0.15 0.33 -1.15
C -1.81424 -25.05001 7.99974 -1.09 -1.36 -0.09
O -2.55125 -25.92167 8.42857 0.90 -0.03 0.29
C -0.41035 -25.36087 7.54678 0.05 0.33 0.52
H -2.50567 -23.03736 8.55557 -0.11 -0.22 -0.01
H -3.41285 -24.03371 7.31679 -0.32 0.45 0.51
H -1.96302 -23.24606 6.86681 0.31 0.30 0.21
H -0.15114 -26.40894 7.69666 -0.26 0.00 -0.13
H 0.25883 -24.75587 8.15858 0.27 0.22 -0.16
H -0.30255 -25.06421 6.50348 0.16 -0.04 0.03
C 6.13220 -25.78346 5.80235 0.04 0.26 -0.40
C 6.06229 -27.18561 5.29687 -1.57 -1.49 -1.25
O 5.81721 -27.46652 4.13257 0.44 0.72 0.94
C 6.21782 -28.33826 6.27425 0.90 0.28 0.19
H 5.21546 -25.51484 6.32726 0.02 -0.27 0.41
H 6.14188 -25.10397 4.95011 0.43 -0.04 0.05
H 7.00360 -25.68579 6.44982 -0.12 0.36 0.04
H 6.22525 -29.29939 5.76018 -0.09 0.22 -0.04
H 5.53202 -28.36809 7.12094 -0.29 0.31 -0.16
H 7.19739 -28.16157 6.71846 0.24 -0.34 0.23
F 4.21653 -27.02548 9.23764 -1.27 -1.27 0.35
C 3.27737 -27.90659 9.61252 1.25 0.67 -0.09
C 2.00558 -27.45042 9.92425 -1.36 -0.02 0.59
C 1.06985 -28.35626 10.39644 -0.01 1.60 -1.35
C 1.35364 -29.73487 10.50442 0.65 0.56 0.87
C 2.66135 -30.16655 10.20862 1.49 0.30 -0.66
C 3.62773 -29.26931 9.74348 -0.80 -1.14 0.20
H 1.77597 -26.40102 9.81266 -0.07 0.06 0.03
H 0.06625 -27.98267 10.53648 -0.08 -0.08 0.37
H 0.63297 -30.37056 10.99730 0.00 -0.35 -0.27
H 2.91045 -31.20428 10.37440 0.06 -0.10 -0.14
H 4.62948 -29.54231 9.44621 0.06 -0.30 0.22
```
Positions in Å, forces in eV/Å.

Results
spin multiplicity: 2
gap between HOMO and LUMO (spin up / spin down): 0.2774 / 0.1201 Eh
net charge: +1
HOMO level (spin up / spin down): -11.9 / -11.9 eV

What energy above the lowest of the compared OMol25 structures with the same formula, charge and spin values result from the calculations? In sequence: 61.8; 41.4; 5.3; 1.8 kcal/mol.